Entry from the Open Molecules 2025 dataset: C41H41BBrF4InN8O3PS as an isolated structure in a non-equilibrium geometry (the ωB97M-V functional and the def2-TZVPD basis).

Cartesian coordinates (Å):
In1 0.02 -0.40 -0.10
Br1 0.63 0.45 3.37
S1 -2.29 2.55 -1.96
P1 -1.57 2.18 1.75
F1 1.02 1.47 6.18
F2 -1.97 5.07 6.12
F3 -2.63 4.55 3.61
F4 -0.15 3.55 7.43
O1 1.15 -3.65 -1.94
O2 2.26 -1.86 -2.83
O3 -3.10 -1.20 0.85
N1 1.78 -2.26 1.87
N2 -0.42 -0.22 -2.41
N3 0.24 1.96 -2.89
N4 2.55 0.56 -0.37
N5 4.14 1.83 -1.72
N6 -0.01 4.01 -2.26
N7 2.90 -1.56 1.61
N8 4.37 4.25 -2.15
C1 0.12 2.20 5.51
C2 -4.22 2.22 2.66
C3 -5.25 3.22 0.29
C4 -3.64 -0.17 -0.01
C5 -0.09 -0.97 -5.13
C6 3.55 -3.16 2.96
C7 -1.10 4.86 0.82
C8 2.28 -5.23 -3.30
C9 1.25 4.09 -0.45
C10 3.01 -4.79 -0.96
C11 4.33 -2.38 -1.78
C12 2.47 -4.15 -2.23
C13 0.47 3.14 0.20
C14 -6.11 2.90 1.34
C15 -3.35 2.58 1.63
C16 -1.75 -2.97 1.31
C17 -0.47 3.26 6.17
C18 3.98 -2.07 2.23
C19 3.28 1.20 -1.02
C20 -3.88 3.05 0.43
C21 2.17 -3.22 2.69
C22 3.26 -2.88 -2.74
C23 -0.68 2.82 -2.37
C24 -2.13 -1.91 0.33
C25 1.29 3.88 -2.71
C26 -1.73 3.74 4.19
C27 4.23 3.12 -1.93
C28 -0.71 3.52 0.85
C29 -0.23 1.91 4.20
C30 0.33 0.32 -4.65
C31 -0.50 -1.92 -4.27
C32 -0.32 5.80 0.18
C33 1.44 2.61 -3.10
C34 -5.59 2.40 2.52
C35 -0.59 5.23 -1.77
C36 0.86 5.42 -0.45
C37 -1.40 4.04 5.50
C38 -1.17 2.67 3.50
C39 -0.34 -1.67 -2.77
C40 3.86 -3.03 -4.13
C41 0.04 0.59 -3.33
B1 1.04 -2.37 -2.45
H1 -4.05 0.60 0.64
H2 -0.80 -3.42 1.03
H3 4.68 -1.41 -2.13
H4 2.16 3.79 -0.96
H5 0.68 1.10 -5.31
H6 -0.63 6.84 0.17
H7 3.94 -2.25 -0.77
H8 2.30 2.08 -3.49
H9 -4.42 -0.60 -0.63
H10 4.37 -2.11 -4.39
H11 4.14 -3.81 3.58
H12 -3.23 3.25 -0.41
H13 4.59 -3.85 -4.17
H14 3.22 -5.66 -3.62
H15 2.00 4.69 -2.68
H16 0.78 2.10 0.19
H17 -3.82 1.81 3.58
H18 1.47 6.16 -0.96
H19 4.96 -1.62 2.12
H20 1.45 -3.93 3.07
H21 -1.14 -2.19 -2.23
H22 -1.66 5.07 -1.65
H23 -2.85 0.24 -0.65
H24 1.65 -6.02 -2.89
H25 -0.14 -1.14 -6.20
H26 2.86 -0.76 0.97
H27 -5.65 3.59 -0.64
H28 1.76 -4.81 -4.17
H29 -1.70 -2.60 2.34
H30 -0.42 6.04 -2.48
H31 4.03 -5.15 -1.12
H32 3.01 -4.08 -0.13
H33 -6.25 2.14 3.34
H34 2.38 -5.63 -0.68
H35 -0.88 -2.88 -4.60
H36 -2.03 5.16 1.29
H37 -0.16 5.51 -0.80
H38 -7.18 3.04 1.23
H39 5.18 -3.07 -1.74
H40 3.09 -3.20 -4.87
H41 -2.53 -3.74 1.28

The value obtained for the relative energy (zero: lowest compared OMol25 entry of this formula, charge and spin) is 1141.30 kJ/mol. The net charge is -1. For the LUMO energy, the calculation gives 2.1 eV. As for the frontier orbital gap: 5.7 eV. The molar mass comes out at 1038.40 u. The calculation puts the HOMO energy at -3.6 eV. As for the total energy: -168122.03648 eV.